1.
A structure of composition C19H42F18N2O3P3Zn2. Source: OMol25; level of theory: ωB97M-V/def2-TZVPD.

Geometry (Å):
Zn: 2.01832 -1.44920 2.76335
Zn: 0.55822 1.84310 2.70718
C: -3.24403 2.74041 3.36129
C: -1.79869 2.46844 3.16498
O: -1.45213 1.37604 2.61797
O: -0.85606 3.24264 3.48289
H: -3.77989 1.89966 3.79679
H: -3.79958 3.05478 2.47505
H: -3.40006 3.61419 3.99810
C: 0.56503 -0.33347 0.58245
O: 1.11594 0.04985 1.81205
H: 0.47968 -1.41249 0.40599
H: -0.42422 0.12115 0.45429
H: 1.22356 0.04272 -0.21351
C: 5.05846 1.74873 -1.28627
C: 4.92924 0.74661 -2.44339
C: 3.58469 0.97466 -3.11063
N: 3.30819 0.10464 -4.37735
C: 3.64901 -1.33184 -4.09152
C: 3.92677 0.66927 -5.66713
C: 3.09680 1.91404 -6.01405
C: 1.75660 1.60755 -5.37268
C: 1.84584 0.21207 -4.77821
H: 4.73927 1.34227 -0.33180
H: 4.67871 2.76058 -1.41454
H: 6.13590 1.93700 -1.25918
H: 5.05926 -0.27057 -2.07719
H: 5.68145 0.87795 -3.22638
H: 3.39094 2.02608 -3.30310
H: 2.74324 0.57379 -2.54107
H: 3.37856 -1.91819 -4.96236
H: 3.18340 -1.65968 -3.16364
H: 4.71029 -1.36249 -3.85326
H: 3.81906 -0.16623 -6.35953
H: 5.00156 0.80670 -5.56035
H: 3.08710 1.93971 -7.10285
H: 3.56574 2.81811 -5.63680
H: 0.88128 1.74277 -6.00709
H: 1.57945 2.31218 -4.55627
H: 1.67127 -0.51227 -5.57341
H: 1.11723 0.09098 -3.98085
C: -7.52080 -0.85100 -1.03161
C: -6.36238 -0.24518 -0.22298
C: -5.43435 -1.34757 0.21759
N: -4.29897 -0.94591 1.14058
C: -3.40869 0.09896 0.51065
C: -4.91169 -0.44983 2.45125
C: -3.87183 -0.72662 3.52467
C: -3.62846 -2.17216 3.18935
C: -3.54256 -2.20082 1.65086
H: -7.26031 -1.53804 -1.84620
H: -8.06599 -0.07209 -1.55971
H: -8.12148 -1.53081 -0.42466
H: -6.76627 0.20839 0.68335
H: -5.88871 0.51625 -0.84187
H: -4.83839 -1.76577 -0.59878
H: -5.99691 -2.13835 0.71224
H: -3.79210 1.11364 0.58006
H: -3.16676 -0.19459 -0.50491
H: -2.56975 0.07056 1.20617
H: -5.19619 0.59087 2.29257
H: -5.81515 -1.03434 2.60946
H: -2.98133 -0.09760 3.49248
H: -4.27158 -0.70801 4.53846
H: -2.75092 -2.61600 3.65037
H: -4.47341 -2.75477 3.56196
H: -2.50968 -2.02230 1.34559
H: -3.82680 -3.06506 1.05544
P: 2.13835 3.74285 1.12815
F: 1.05183 4.82298 0.71534
F: 2.70916 3.57758 -0.38036
F: 3.16319 4.88703 1.55994
F: 3.17315 2.58554 1.57129
F: 1.56974 3.73246 2.69352
F: 1.04377 2.54490 0.83264
P: 0.24421 -3.65746 3.47178
F: -1.05591 -3.66924 2.51249
F: 0.06448 -2.04985 3.70785
F: -0.75367 -4.02947 4.68508
F: 1.53862 -3.67791 4.43016
F: 0.49869 -5.23118 3.21191
F: 1.24338 -3.24997 2.23368
P: 4.62306 -1.67964 1.83964
F: 5.27534 -0.78993 0.65380
F: 3.69468 -0.38442 2.31272
F: 3.38713 -2.04807 0.84476
F: 3.77289 -2.56653 2.94957
F: 5.39229 -2.99355 1.40382
F: 5.71164 -1.23022 2.88184

## Properties
LUMO energy = -2.8 eV
DFT total energy = -203136.9833 eV
frontier orbital gap = 0.359 Ha
E_HOMO = -12.57 eV
multiplicity = 1
total charge = +1

Löwdin population analysis, charges in e, atoms 1 to 5: 0.923, 0.950, 0.021, -0.642, -0.097

***

2.
A structure of composition C22H28AsBrN3O2SSi2Ti. Source: OMol25; level of theory: ωB97M-V/def2-TZVPD.

Geometry (Å):
Ti: -0.00582 -0.52921 -0.31171
Br: 6.93171 -0.46630 -2.29728
C: 5.28164 -0.46818 -1.38595
C: 5.05015 0.45988 -0.37128
C: 3.84014 0.48289 0.29512
C: 2.82996 -0.40621 -0.05820
O: 1.62647 -0.33488 0.52091
C: 3.08654 -1.38789 -1.03873
C: 2.17120 -2.48794 -1.21776
N: 1.02358 -2.50802 -0.63979
C: 0.20283 -3.64028 -0.58217
C: 0.57756 -4.91792 -0.92536
C: -0.32480 -5.98714 -0.80722
C: -1.58899 -5.77343 -0.33842
C: -1.99480 -4.47907 0.05536
C: -3.29769 -4.21780 0.53234
C: -3.63423 -2.94533 0.88276
C: -2.65831 -1.94155 0.79203
N: -1.41806 -2.13795 0.38904
C: -1.08475 -3.40493 -0.03357
C: 4.32011 -1.40320 -1.69985
H: 5.82461 1.16545 -0.10420
H: 3.65773 1.18212 1.10013
H: 2.53460 -3.34019 -1.79305
H: 1.57808 -5.11580 -1.28259
H: -0.00719 -6.98106 -1.08842
H: -2.29410 -6.58926 -0.25183
H: -4.01078 -5.02891 0.60028
H: -4.62286 -2.68741 1.23135
H: -2.91938 -0.93847 1.08118
H: 4.51916 -2.16171 -2.44572
C: 0.95491 3.12040 2.39931
Si: 1.01820 3.49007 0.55459
C: 2.80830 3.65492 -0.01811
C: 0.20375 5.13694 0.14769
As: -0.16825 1.95646 -0.82663
Si: -2.18985 1.94185 0.33118
C: -3.42316 1.16490 -0.93790
C: -2.92281 3.59918 0.81223
C: -2.02057 1.02260 1.99242
H: 1.70283 3.72259 2.91997
H: 1.16433 2.07039 2.61174
H: -0.01629 3.36804 2.83086
H: 3.01491 4.72166 -0.12674
H: 3.00152 3.18590 -0.98294
H: 3.52395 3.26175 0.70497
H: 0.50956 5.89447 0.87340
H: -0.88349 5.11457 0.12166
H: 0.54687 5.46512 -0.83511
H: -4.09223 1.98816 -1.20584
H: -4.06646 0.37773 -0.53506
H: -2.85429 1.31561 -2.97412
H: -3.08817 4.23541 -0.05706
H: -2.30800 4.14464 1.52684
H: -3.89318 3.41676 1.28341
H: -1.32191 0.17582 2.05566
H: -2.97882 0.68734 2.39729
H: -1.62162 1.75914 2.69416
O: -0.69566 -0.89790 -1.91588
S: -2.29096 -0.80331 -2.46889
N: -2.80771 0.69849 -2.18050

## Properties
LUMO energy (spin up / spin down) = -4.0 / -4.0 eV
DFT total energy = -212418.4454 eV
frontier orbital gap (spin up / spin down) = 0.239 / 0.239 Ha
E_HOMO (spin up / spin down) = -10.49 / -10.49 eV
multiplicity = 1
total charge = +1

Löwdin population analysis, charges in e, atoms 1 to 5: 0.850, 0.783, -0.681, -0.081, 0.002

***

3.
A structure of composition C8H25N2O5PbZn. Source: OMol25; level of theory: ωB97M-V/def2-TZVPD.

Geometry (Å):
Pb: 1.21009 3.07119 0.10382
Zn: 2.17708 0.50050 -1.38868
O: 2.63079 2.32726 -1.93069
H: 2.03274 2.51986 -2.67887
O: 0.27597 1.05256 -1.17887
H: -0.44052 0.64517 -0.65427
O: 2.62638 0.98618 0.50374
H: 3.53825 0.83183 0.81871
C: -3.70918 2.77797 -0.64609
C: -2.38184 3.26797 0.00989
C: -1.93996 2.26846 1.13256
O: -0.73571 2.69626 1.72854
C: -0.34580 1.92716 2.86868
N: -1.21746 3.45130 -0.85742
H: -3.76606 1.68947 -0.64240
H: -3.91953 3.23297 -1.61399
H: -4.58406 3.16815 -0.12605
H: -2.55275 4.24742 0.45663
H: -1.73721 1.24233 0.82587
H: -2.70893 2.21458 1.90319
H: -0.10526 0.94923 2.45169
H: -1.26199 1.93871 3.45907
H: 0.48617 2.21650 3.51072
H: -0.96233 2.58927 -1.31775
H: -1.53355 4.09527 -1.56839
C: 0.31853 -1.53733 0.93418
C: 1.32361 -2.49861 0.16217
C: 0.78994 -3.68674 -0.67203
O: 1.76584 -4.67084 -0.76004
C: 1.26108 -5.86841 -1.30781
N: 2.09285 -1.56450 -0.60967
H: -0.23952 -0.91343 0.23603
H: 0.84942 -0.88021 1.62298
H: -0.32461 -2.16739 1.54859
H: 2.10162 -2.88374 0.82131
H: 0.39799 -3.34930 -1.63152
H: -0.12938 -4.03819 -0.20359
H: 1.87082 -6.74506 -1.08920
H: 1.08817 -5.77573 -2.38001
H: 0.32948 -6.18298 -0.83743
H: 2.62674 -1.01160 0.04559
H: 2.80211 -2.13357 -1.04922

## Properties
LUMO energy = -2.9 eV
DFT total energy = -75578.8937 eV
frontier orbital gap = 0.355 Ha
E_HOMO = -12.57 eV
multiplicity = 1
total charge = +1

Löwdin population analysis, charges in e, atoms 1 to 5: 1.576, 0.717, -0.469, -0.019, -0.445

***

4.
An isolated molecule of C5H9O5. Source: OMol25; level of theory: ωB97M-V/def2-TZVPD.

Geometry (Å):
H: -1.31094 -0.15996 2.48057
O: -2.00182 0.30319 1.93606
O: -2.35679 -0.75379 0.96439
C: -1.98706 -0.17075 -0.27385
C: -0.57773 0.36162 -0.23440
C: 0.46922 -0.48665 -0.09386
C: 1.57129 -0.16637 0.85830
O: 2.23011 -1.28520 1.32928
O: 0.92796 0.55402 1.99368
O: 1.26217 0.01183 3.18245
C: -0.37324 1.84430 -0.29384
H: -2.06944 -0.98346 -1.00242
H: -2.64726 0.66580 -0.55813
H: 0.46740 -1.49535 -0.51597
H: 2.24961 0.55158 0.38256
H: 2.22453 -1.13351 2.31773
H: -1.12948 2.29832 -0.94304
H: -0.46612 2.27589 0.71415
H: 0.62458 2.09101 -0.68348

## Properties
LUMO energy (spin up / spin down) = 0.6 / -1.7 eV
DFT total energy = -15559.9637 eV
frontier orbital gap (spin up / spin down) = 0.363 / 0.277 Ha
E_HOMO (spin up / spin down) = -9.23 / -9.20 eV
multiplicity = 2

Löwdin population analysis, charges in e, atoms 1 to 5: 0.107, -0.033, -0.103, -0.181, -0.267

***

5.
A cluster of 3 separate species, C4H14O4 in total. Source: OMol25; level of theory: ωB97M-V/def2-TZVPD.

Geometry (Å):
O: -3.13935 2.36052 -1.16200
C: -2.51346 1.20814 -0.51804
C: -1.54290 1.78701 0.51102
C: -0.46303 0.82671 1.02148
C: -0.70874 -0.66595 0.70915
O: 0.48186 -1.42237 0.97353
H: -2.69095 2.61324 -1.98048
H: -3.39562 0.73197 -0.09978
H: -2.11002 0.57270 -1.30601
H: -2.23859 2.06118 1.31826
H: -1.09950 2.65644 0.04371
H: -0.23353 0.98774 2.07161
H: 0.41264 0.88426 0.34816
H: -0.75778 -0.85202 -0.35525
H: -1.50298 -1.19714 1.25974
H: 0.64723 -1.52924 1.89832
O: 3.22436 -3.06835 0.85536
H: 3.54633 -2.48367 0.15189
H: 2.34309 -3.24388 0.52656
O: 3.70525 -0.72594 -1.70367
H: 3.55658 -1.25345 -2.49764
H: 4.47911 -0.24787 -2.06591

## Properties
LUMO energy = 0.5 eV
DFT total energy = -12563.7841 eV
frontier orbital gap = 0.394 Ha
E_HOMO = -10.22 eV
multiplicity = 1
SMILES = OCCCCO.O.O

Löwdin population analysis, charges in e, atoms 1 to 5: -0.107, -0.248, -0.177, -0.162, -0.263

***

6.
A cluster of 6 separate species, C59H80F5I2N2O in total. Source: OMol25; level of theory: ωB97M-V/def2-TZVPD.

Geometry (Å):
C: -8.13155 -0.40991 8.19568
C: -7.97071 -1.60374 7.12411
C: -8.89553 -1.39568 5.80223
C: -8.04126 -0.93862 4.52469
C: -8.31443 0.59993 4.10540
C: -7.10409 1.52089 4.59692
C: -7.09673 2.97744 3.88389
C: -5.59822 3.51103 3.62516
C: -5.00996 3.12528 2.19233
C: -4.31120 1.66800 2.15443
C: -3.03018 1.63497 1.20828
C: -2.36643 0.15947 1.07044
C: -1.54831 0.15714 -0.30242
C: 0.04693 0.25921 -0.12386
C: 0.48617 1.52348 0.79212
C: 2.05016 1.56045 1.12487
C: 3.01189 1.97887 -0.07273
C: 2.85742 3.41502 -0.78007
I: 1.81667 4.89794 0.48718
C: 2.31715 3.39239 -2.28038
C: 2.52776 4.90541 -2.85882
I: 0.21369 2.93671 -2.52772
C: 3.15384 0.76628 -1.15136
C: 4.66211 1.14468 -1.66884
N: 5.40939 1.76505 -0.75668
C: 4.52974 1.82866 0.48506
C: 4.95640 0.46900 1.21810
C: 6.52551 0.45256 1.60913
O: 6.96643 -0.03843 2.65357
C: 5.07808 3.01070 1.45370
C: 4.69306 2.81728 2.99413
C: 4.15891 4.17344 3.70385
C: 3.04526 3.88722 4.82214
N: 1.75523 3.38296 4.27239
H: -8.35725 -0.87862 9.21766
H: -9.01133 0.26438 7.92730
H: -7.18418 0.22330 8.22015
H: -8.18932 -2.63012 7.57218
H: -6.85529 -1.62435 6.84407
H: -9.71559 -0.64618 6.08551
H: -9.42333 -2.39184 5.64152
H: -8.26314 -1.67570 3.68524
H: -6.93737 -1.05786 4.78461
H: -8.34782 0.63451 2.95919
H: -9.32837 0.91732 4.51545
H: -7.19667 1.60733 5.73234
H: -6.12799 1.01026 4.30944
H: -7.74304 3.00512 2.94651
H: -7.60907 3.67996 4.63563
H: -5.65969 4.65355 3.73932
H: -4.95788 3.15622 4.50452
H: -5.87491 3.21378 1.44682
H: -4.28029 3.96550 1.90176
H: -5.10209 0.95021 1.75045
H: -4.08073 1.40382 3.23447
H: -3.38003 1.96110 0.16317
H: -2.28081 2.40764 1.57120
H: -1.69222 -0.06778 1.97313
H: -3.24684 -0.56910 1.06934
H: -1.73944 -0.86719 -0.79241
H: -1.93088 0.92148 -1.06634
H: 0.35100 -0.68576 0.45833
H: 0.48157 0.29746 -1.17008
H: 0.04504 2.49596 0.41476
H: -0.04072 1.32407 1.79670
H: 2.29541 0.54244 1.59486
H: 2.17944 2.31477 1.98334
H: 3.91906 3.85253 -0.85499
H: 2.90034 2.72721 -2.99251
H: 3.28606 5.43739 -2.17887
H: 1.55987 5.48519 -2.93578
H: 3.06367 4.81932 -3.87209
H: 2.39925 0.70268 -1.99361
H: 3.07427 -0.27108 -0.66536
H: 4.93896 0.89591 -2.75309
H: 6.36765 2.12353 -0.85415
H: 4.40044 0.24616 2.18193
H: 4.83033 -0.47356 0.56844
H: 7.26170 0.94715 0.87203
H: 6.21944 3.13606 1.36483
H: 4.66022 4.03809 1.14730
H: 5.64359 2.49436 3.54762
H: 3.90584 2.03067 3.20495
H: 5.03171 4.66943 4.26445
H: 3.73045 4.91967 2.95755
H: 2.81231 4.89324 5.32605
H: 3.38180 3.16793 5.63656
H: 0.97202 3.49989 4.92320
H: 1.80922 2.36258 4.09711
F: 0.44849 -0.30738 3.74801
C: 1.11334 -0.86546 4.77660
C: 2.41420 -0.46727 5.04068
C: 3.10056 -1.03961 6.10632
C: 2.48165 -2.01066 6.88824
C: 1.17646 -2.40585 6.60999
C: 0.48567 -1.82624 5.55142
H: 2.88282 0.28495 4.41523
H: 4.11614 -0.73000 6.32664
H: 3.01893 -2.45983 7.71651
H: 0.69730 -3.16530 7.21755
H: -0.53389 -2.11538 5.32585
F: 2.34429 -2.09367 -2.81804
C: 3.43344 -2.82522 -3.11067
C: 4.61601 -2.58931 -2.42662
C: 5.74258 -3.34823 -2.72589
C: 5.67710 -4.32671 -3.71297
C: 4.48633 -4.55136 -4.39686
C: 3.35636 -3.80087 -4.09046
H: 4.64982 -1.81527 -1.66770
H: 6.67032 -3.17669 -2.19125
H: 6.55714 -4.91510 -3.94912
H: 4.43793 -5.31115 -5.16899
H: 2.41880 -3.96955 -4.60771
F: 1.81357 -5.23979 -7.37075
C: 0.55658 -5.55354 -7.00797
C: -0.48445 -4.71096 -7.36356
C: -1.78446 -5.03792 -6.99213
C: -2.02645 -6.19771 -6.26073
C: -0.97210 -7.03353 -5.90546
C: 0.32679 -6.71315 -6.28564
H: -0.27556 -3.80835 -7.92573
H: -2.60752 -4.39001 -7.27124
H: -3.04029 -6.44947 -5.96777
H: -1.16171 -7.93439 -5.33244
H: 1.15875 -7.35683 -6.02524
F: -4.91543 -3.64980 -6.67449
C: -4.73646 -2.48290 -6.03587
C: -5.07260 -1.29804 -6.67180
C: -4.88804 -0.09077 -6.00591
C: -4.35982 -0.08384 -4.71761
C: -4.02239 -1.27976 -4.09240
C: -4.21686 -2.48690 -4.75226
H: -5.47379 -1.32446 -7.67799
H: -5.15355 0.84226 -6.49018
H: -4.21109 0.85813 -4.19996
H: -3.60704 -1.27131 -3.09044
H: -3.96727 -3.42846 -4.27751
F: 7.72351 -0.27745 -8.07919
C: 6.68099 -0.27008 -7.23963
C: 6.55077 0.76447 -6.32707
C: 5.46468 0.77522 -5.45800
C: 4.52968 -0.25412 -5.50549
C: 4.67341 -1.29066 -6.42295
C: 5.75167 -1.29658 -7.29927
H: 7.29413 1.55236 -6.30065
H: 5.34805 1.58516 -4.74440
H: 3.68455 -0.24701 -4.82304
H: 3.94531 -2.09330 -6.45455
H: 5.87509 -2.09044 -8.02601

## Properties
LUMO energy = -4.4 eV
DFT total energy = -97284.5516 eV
frontier orbital gap = 0.233 Ha
E_HOMO = -10.72 eV
multiplicity = 1
total charge = +1

Löwdin population analysis, charges in e, atoms 1 to 5: -0.133, -0.249, -0.208, -0.204, -0.205

***

7.
An isolated molecule of C4H7NO3P2. Source: OMol25; level of theory: ωB97M-V/def2-TZVPD.

Geometry (Å):
O: 3.56464 -1.20213 -0.01176
C: 2.34588 -0.61849 -0.00949
C: 1.08724 -1.12588 -0.02557
C: 0.21033 0.00407 -0.01009
N: -1.19365 0.01075 -0.01747
P: -2.02256 -1.50198 0.01848
P: -2.00280 1.54415 -0.03205
C: 1.02001 1.09235 0.01320
O: 0.69862 2.40541 0.03370
O: 2.33392 0.72964 0.01359
H: 3.45276 -2.15866 -0.02650
H: 0.79565 -2.15636 -0.04538
H: -2.95055 -1.14840 1.02028
H: -2.96557 -1.18220 -0.98007
H: -2.92235 1.21938 0.99152
H: -2.96571 1.16896 -0.99544
H: 1.51412 2.91940 0.06304

## Properties
LUMO energy = 0.6 eV
DFT total energy = -30469.4818 eV
frontier orbital gap = 0.285 Ha
E_HOMO = -7.14 eV
multiplicity = 1
SMILES = Oc1cc(N(P)P)c(O)o1

Löwdin population analysis, charges in e, atoms 1 to 5: 0.108, -0.378, -0.002, -0.344, -0.669

***

8.
An isolated molecule of C4H6N4. Source: OMol25; level of theory: ωB97M-V/def2-TZVPD.

Geometry (Å):
C: 1.60761 -2.50493 1.01100
N: 0.77506 -1.50429 1.00735
N: 0.98523 -0.31053 0.32221
C: -0.05646 0.38689 -0.16390
C: -1.34326 0.06405 0.53313
N: -2.26190 -0.16904 1.22753
N: 0.09134 1.23295 -1.13558
C: -1.22397 1.99591 -1.29615
H: 2.51991 -2.45477 0.46293
H: 1.49835 -3.27776 1.74112
H: 1.90056 -0.07016 -0.14100
H: -1.18878 2.65828 -0.30256
H: -2.27064 1.34392 -1.10811
H: -1.03304 2.60949 -2.15795

## Properties
LUMO energy = 0.3 eV
DFT total energy = -10202.0275 eV
frontier orbital gap = 0.348 Ha
E_HOMO = -9.16 eV
multiplicity = 1
SMILES = C=NN/C(C#N)=N/C

Löwdin population analysis, charges in e, atoms 1 to 5: -0.004, -0.024, -0.008, -0.426, -0.164